Computed, not measured: a cluster of 2 separate species, C5H11NO in total in a non-equilibrium geometry, with ωB97M-V with the def2-TZVPD basis set.

* electronic energy: -8899.44334 eV
* relative energy (zero: lowest compared OMol25 entry of this formula, charge and spin): 52.0 kcal per mole
* charge: 0

XYZ file:
```
18
Properties=species:S:1:pos:R:3:forces:R:3:nbo_charge:R:1
C -0.41046 3.01271 -1.20684 -0.491 -0.291 0.765 -0.652
C -0.30683 2.05454 -0.02561 0.316 0.605 -1.426 -0.172
C 0.40354 0.93431 -0.12269 -1.072 -0.848 1.982 -0.221
C 0.38249 -0.05588 0.98155 0.297 -0.853 -0.661 -0.321
C 0.71031 -1.33545 0.70926 0.246 0.296 0.273 0.007
N 1.22169 -2.27693 1.58888 -0.464 -1.150 0.569 -0.805
H -0.72025 2.43766 -2.07779 0.633 0.087 -0.330 0.218
H -1.22459 3.72045 -1.08934 -0.028 0.255 0.324 0.211
H 0.51476 3.57818 -1.30782 -0.020 -0.076 -0.474 0.220
H -0.85018 2.30684 0.87686 0.053 -0.200 0.091 0.196
H 1.01194 0.58925 -0.94756 -0.240 0.498 -0.478 0.204
H 0.08436 0.17178 2.00025 0.388 0.461 -0.003 0.204
H 0.68907 -1.70989 -0.30915 0.490 0.272 -0.120 0.163
H 0.89269 -3.23389 1.51613 0.016 0.140 -0.610 0.372
H 1.24815 -2.09916 2.57754 -0.029 0.826 0.138 0.374
O -1.50751 -2.88304 -1.19776 -1.764 -0.188 0.368 -0.934
H -1.50917 -2.27059 -0.46047 0.122 0.194 0.095 0.476
H -0.63003 -2.94087 -1.50545 1.548 -0.026 -0.504 0.462
```
Positions in Å, forces in eV/Å.

***

Computed, not measured: a structure of composition C36H32ClInP2 in a non-equilibrium geometry, with ωB97M-V with the def2-TZVPD basis set.

* electronic energy: -74110.44701 eV
* relative energy (zero: lowest compared OMol25 entry of this formula, charge and spin): 0.0 kcal per mole
* charge: +2

XYZ file:
```
72
Properties=species:S:1:pos:R:3:forces:R:3:mulliken_charge:R:1
C 0.59975 -1.58418 -1.91739 -0.598 -0.116 0.219 -0.081
C -0.39989 -2.14496 -1.09882 -0.213 1.420 0.354 0.214
C -1.75036 -2.08180 -1.50373 0.271 0.005 0.181 -0.473
C -2.08967 -1.61275 -2.77579 0.421 -0.052 0.120 -0.729
C -1.07338 -1.21994 -3.65513 -0.103 -0.458 0.409 -0.542
C 0.26063 -1.21877 -3.21601 -0.009 0.217 -0.252 -0.938
P -0.01619 -2.38948 0.68421 -0.616 -1.971 -1.145 0.645
C -1.30547 -3.57172 1.26053 -0.501 0.639 0.834 0.343
C -2.36667 -3.10487 2.06273 0.073 -0.120 -0.524 -0.129
C -3.47299 -3.92685 2.30176 0.170 -0.061 -0.030 -0.681
C -3.47004 -5.24055 1.82256 0.122 0.158 -0.111 -0.475
C -2.38239 -5.73802 1.09790 0.145 0.346 0.102 -0.726
C -1.29681 -4.90582 0.82148 0.097 0.347 -0.200 -0.248
In 0.04961 0.07548 1.46569 1.028 -0.188 0.895 1.162
P 0.01474 2.42793 0.45708 -0.759 1.023 0.431 0.583
C -1.41487 2.40925 -0.68514 -0.194 -0.175 -0.585 0.605
C -1.27444 2.68414 -2.05731 -0.135 -0.190 0.604 -0.795
C -2.29347 2.32435 -2.94257 -0.275 0.240 0.167 -0.752
C -3.51189 1.83578 -2.44660 0.306 0.061 0.037 -0.507
C -3.69795 1.63361 -1.07224 0.314 0.248 0.040 -0.919
C -2.64836 1.92564 -0.19566 0.559 -0.519 -0.122 -0.384
C -0.31409 3.73971 1.68855 -0.162 -0.138 0.575 0.575
C 0.51777 3.79092 2.82981 -0.103 0.141 -0.255 -0.374
C 0.37679 4.85298 3.72724 -0.109 0.164 -0.147 -0.780
C -0.65484 5.79582 3.55393 0.077 -0.355 -0.260 -0.392
C -1.57636 5.66338 2.50585 0.327 -0.293 0.034 -0.719
C -1.38889 4.65047 1.55820 0.192 -0.267 -0.046 -0.259
C 1.67997 2.61669 -0.26110 0.400 0.235 0.260 -0.005
C 2.64302 1.62588 0.00070 -0.236 -0.096 -0.226 -0.030
C 3.87448 1.62667 -0.65776 -0.049 0.130 0.003 -0.846
C 4.16338 2.65492 -1.55955 -0.188 -0.036 -0.070 -0.451
C 3.25643 3.71314 -1.74764 -0.123 -0.056 0.276 -0.783
C 2.03230 3.72136 -1.06956 -0.049 -0.269 0.195 0.155
C 1.56259 -3.29369 0.73058 0.674 0.634 0.402 0.576
C 2.02154 -4.04094 -0.36655 -0.076 0.278 -0.046 0.007
C 3.31950 -4.55201 -0.36896 -0.026 0.024 0.173 -0.815
C 4.17591 -4.33222 0.71900 -0.397 0.160 0.081 -0.528
C 3.69639 -3.63489 1.84071 0.028 -0.192 -0.078 -0.750
C 2.39158 -3.12166 1.85541 0.253 0.049 -0.252 -0.423
H 1.24417 2.98217 2.99412 -0.098 0.619 -0.008 0.209
H 1.07815 4.97826 4.55909 -0.357 -0.215 -0.305 0.405
H -0.75045 6.63442 4.24439 0.032 -0.313 -0.110 0.409
H -2.43746 6.33895 2.43769 0.490 -0.276 -0.095 0.411
H -2.07975 4.54501 0.72236 0.155 0.132 0.171 0.377
H -0.34664 3.14834 -2.37265 -0.388 -0.128 -0.280 0.789
H -2.14137 2.42734 -4.02277 -0.141 0.152 0.487 0.480
H -4.32923 1.62573 -3.13805 0.282 -0.061 0.182 0.455
H -4.64004 1.22535 -0.69237 0.375 0.281 -0.134 0.427
H -2.72830 1.70664 0.87476 -0.231 0.105 -0.250 0.609
H 2.45267 0.84489 0.74519 0.090 0.116 -0.246 0.308
H 4.59900 0.82448 -0.46364 -0.352 0.463 -0.089 0.462
H 5.10499 2.63147 -2.11961 -0.403 0.099 0.282 0.426
H 3.51231 4.53441 -2.42648 -0.130 -0.334 0.360 0.423
H 1.33357 4.55817 -1.15592 0.267 -0.244 -0.194 0.533
H 1.36781 -4.17490 -1.22888 0.292 -0.031 0.138 0.459
H 3.67042 -5.10584 -1.23882 -0.097 0.103 0.233 0.417
H 5.21197 -4.70022 0.68459 -0.617 0.193 0.091 0.422
H 4.36087 -3.49507 2.69974 -0.372 0.017 -0.307 0.436
H 2.02421 -2.54398 2.70986 0.276 -0.250 -0.216 0.348
H -2.32235 -2.08617 2.46089 -0.204 -0.281 -0.087 0.218
H -4.34820 -3.55265 2.83961 0.443 -0.113 -0.060 0.413
H -4.32624 -5.88497 2.00665 0.148 0.143 -0.006 0.404
H -2.38332 -6.76482 0.73087 0.016 0.302 0.150 0.424
H -0.45098 -5.26414 0.23801 -0.207 -0.075 0.090 0.355
H -2.51858 -2.33378 -0.77133 0.058 -0.201 -0.362 0.417
H -3.13114 -1.54658 -3.09975 0.340 -0.116 0.231 0.494
H -1.38803 -0.93832 -4.66171 0.514 0.051 0.229 0.456
H 1.07713 -0.90901 -3.86029 -0.277 0.158 -0.117 0.479
H 1.59611 -1.35964 -1.51278 -0.236 -0.527 -0.402 0.524
H 0.89915 1.85176 -2.85166 0.626 -0.731 0.647 0.415
H 1.16343 1.60399 -2.17403 -0.184 0.011 -1.336 -0.364
Cl 1.38875 0.14574 3.45653 -0.646 -0.015 -0.729 -0.371
```
Positions in Å, forces in eV/Å.

***

Computed, not measured: a structure of composition C2H3NO4 in a non-equilibrium geometry, with ωB97M-V with the def2-TZVPD basis set.

* electronic energy: -11802.53945 eV
* relative energy (zero: lowest compared OMol25 entry of this formula, charge and spin): 17.7 kcal per mole
* charge: 0

XYZ file:
```
10
Properties=species:S:1:pos:R:3:forces:R:3:nbo_charge:R:1
C 0.71635 0.92135 0.33017 -1.948 0.958 0.263 0.965
C -0.92661 -0.41051 -0.48685 0.414 -0.067 -1.431 0.967
N -0.64003 -1.63393 -0.03102 0.315 -0.116 0.090 -0.841
O 0.63684 0.41023 -0.84441 -0.743 -0.989 0.095 -0.615
O 1.54354 1.94305 0.53684 0.439 -0.385 0.036 -0.652
O -0.13804 0.60173 1.17549 0.991 0.375 0.275 -0.666
O -1.83555 0.04003 -1.07353 0.669 0.156 0.677 -0.499
H 2.01888 2.12880 -0.28599 -0.020 -0.089 0.079 0.500
H -1.39797 -2.29861 -0.04564 -0.051 0.143 0.026 0.416
H 0.02260 -1.70214 0.72494 -0.068 0.014 -0.111 0.425
```
Positions in Å, forces in eV/Å.

***

Computed, not measured: the molecule C21H24N2O6 in a non-equilibrium geometry, with ωB97M-V with the def2-TZVPD basis set.

* electronic energy: -37433.02154 eV
* relative energy (zero: lowest compared OMol25 entry of this formula, charge and spin): 0.9 kcal per mole
* charge: 0

XYZ file:
```
53
Properties=species:S:1:pos:R:3:forces:R:3:nbo_charge:R:1
C 7.66016 -0.12691 -0.90128 -0.013 0.213 -0.029 -0.592
C 6.59096 0.96773 -0.89014 0.094 -0.211 0.016 -0.417
C 5.24217 0.37690 -0.59534 -0.024 0.149 -0.021 0.002
C 4.80480 0.22993 0.71528 -0.028 0.000 -0.082 -0.222
C 3.58330 -0.35056 0.99827 -0.140 -0.033 -0.056 -0.139
C 2.78628 -0.80509 -0.04214 0.284 0.104 -0.099 0.105
N 1.53289 -1.41124 0.24138 0.488 0.156 -0.219 -0.491
C 1.36235 -2.36264 1.23028 -0.393 -0.398 0.075 0.720
O 2.24396 -2.86042 1.87439 0.105 0.000 0.156 -0.558
C -0.11778 -2.68406 1.32143 0.033 -0.050 0.043 -0.504
C -0.77001 -1.92058 0.17085 0.111 0.137 0.223 -0.137
N -1.90630 -1.10997 0.57407 0.300 -0.038 0.044 -0.423
C -3.14569 -1.24811 -0.15326 -0.286 0.500 -0.504 -0.230
C -3.23036 -0.24165 -1.32735 -0.012 -0.696 -0.191 0.078
C -4.47921 -0.47239 -2.18390 0.142 0.171 0.134 -0.430
C -5.51940 0.38491 -1.46403 0.153 0.070 0.068 -0.435
C -4.67192 1.55023 -0.94912 -0.346 0.286 -0.067 -0.077
O -3.33407 1.07691 -0.83133 0.178 -0.080 -0.069 -0.533
C -1.58104 0.00092 1.30128 0.025 -0.230 0.048 0.647
O -0.42200 0.20499 1.62438 0.071 0.143 0.150 -0.618
C -2.68492 0.87804 1.73388 -0.176 0.870 0.540 -0.173
C -2.46871 2.15243 2.06464 0.219 -0.529 -0.112 -0.269
C -3.57710 3.01286 2.50408 -0.678 -0.137 0.066 0.754
O -4.74354 2.69751 2.51921 -0.008 -0.031 -0.004 -0.609
O -3.15668 4.22249 2.89183 0.439 0.424 0.098 -0.672
C 0.36553 -1.04318 -0.38760 -0.416 -0.289 -0.193 0.739
O 0.25073 -0.24880 -1.28028 -0.013 0.105 -0.054 -0.573
C 3.20647 -0.66886 -1.35719 -0.060 -0.082 0.098 -0.182
C 4.42692 -0.07720 -1.62412 0.005 0.006 0.080 -0.220
H 7.69717 -0.62830 0.06304 0.031 -0.084 0.073 0.206
H 7.43313 -0.86926 -1.66305 0.010 -0.100 -0.052 0.205
H 8.63894 0.29852 -1.11063 0.134 -0.027 -0.017 0.206
H 6.57408 1.46475 -1.86197 -0.014 0.079 0.046 0.207
H 6.84421 1.70971 -0.13054 -0.029 0.067 -0.058 0.207
H 5.42521 0.58256 1.52637 0.069 0.048 0.093 0.209
H 3.24449 -0.45181 2.01656 -0.024 -0.020 0.089 0.224
H -0.27235 -3.76164 1.27691 0.073 0.032 0.001 0.240
H -0.47885 -2.32744 2.28694 0.024 -0.023 -0.052 0.257
H -1.09272 -2.59277 -0.62848 0.044 0.115 0.077 0.231
H -3.20678 -2.26821 -0.53759 -0.016 0.054 0.078 0.209
H -3.98803 -1.08649 0.52162 -0.047 -0.110 -0.071 0.208
H -2.29629 -0.30062 -1.89790 -0.115 -0.045 0.052 0.215
H -4.30843 -0.09151 -3.19069 0.012 -0.049 -0.036 0.217
H -4.75737 -1.52201 -2.24499 -0.005 -0.070 -0.068 0.213
H -5.96436 -0.16559 -0.63483 -0.053 0.001 0.016 0.201
H -6.31646 0.72170 -2.12211 -0.072 -0.004 0.024 0.223
H -4.67171 2.38308 -1.66268 -0.033 -0.058 0.082 0.175
H -5.00423 1.92330 0.02304 0.010 -0.008 -0.058 0.202
H -3.67989 0.47161 1.83538 -0.116 0.042 -0.069 0.225
H -1.48985 2.59985 1.99680 0.147 -0.055 -0.023 0.241
H -3.90723 4.76900 3.17310 -0.060 -0.320 -0.107 0.500
H 2.57878 -1.01467 -2.16333 -0.061 -0.020 -0.047 0.225
H 4.75076 0.03206 -2.64911 0.035 0.026 -0.114 0.210
```
Positions in Å, forces in eV/Å.

***

Computed, not measured: a structure of composition C3H2GdO3 in a non-equilibrium geometry, with ωB97M-V with the def2-TZVPD basis set.

* electronic energy: -30098.33396 eV
* relative energy (zero: lowest compared OMol25 entry of this formula, charge and spin): 0.0 kcal per mole
* multiplicity: 9
* charge: +2

XYZ file:
```
9
Properties=species:S:1:pos:R:3:forces:R:3:mulliken_spin:R:1
C -1.29828 -2.68876 1.39021 -5.990 -2.514 -1.517 0.595
C -0.55982 -1.62343 1.38259 4.471 2.660 2.226 0.847
O -0.25639 -0.56787 0.91131 -0.304 2.375 -1.083 0.480
C -2.69297 0.17644 -0.74467 -2.997 -2.319 1.114 0.117
O -3.33743 -0.78519 -0.88633 2.024 1.904 -0.584 -0.010
O -2.23220 1.17309 -0.32899 1.338 0.870 -0.284 0.124
H -1.45915 -3.25453 2.30690 0.398 -0.425 -0.402 0.049
Gd -0.25292 2.17145 1.11740 -0.411 -1.492 -0.532 5.656
H -2.20019 -2.61121 0.63569 1.470 -1.060 1.062 0.142
```
Positions in Å, forces in eV/Å.